C15H23ClHfN2S as an isolated structure in a non-equilibrium geometry, computed with ωB97M-V with the def2-TZVPD basis set.

Positions of all 43 atoms, in Å:
C 3.300 4.400 -3.895
C 2.477 5.695 -3.970
C 4.689 4.691 -3.306
C 3.441 3.788 -5.297
Cl 2.451 3.229 -2.825
H 5.227 5.407 -3.941
H 5.293 3.779 -3.241
H 4.614 5.123 -2.302
H 2.981 6.428 -4.614
H 2.354 6.148 -2.980
H 1.481 5.512 -4.388
H 3.961 4.488 -5.965
H 2.463 3.569 -5.739
H 4.020 2.858 -5.272
C -0.541 0.681 2.384
C 0.876 0.502 2.142
C 1.277 1.439 1.115
H 1.511 -0.061 2.826
C 0.119 2.218 0.753
C -0.983 1.772 1.553
H -1.969 2.224 1.593
H -1.102 0.228 3.199
H 2.297 1.674 0.820
H 0.096 3.071 0.081
C 0.106 -2.043 -1.344
C 0.357 -2.421 0.023
C 1.535 -1.699 0.458
H -0.071 -3.283 0.534
C 1.952 -0.835 -0.623
C 1.070 -1.055 -1.732
H 1.188 -0.660 -2.737
H -0.595 -2.552 -1.995
H 2.095 -1.976 1.356
H 2.884 -0.265 -0.662
Hf -0.261 -0.185 0.156
N -1.780 -2.602 2.558
C -2.688 -2.331 1.610
N -3.826 -3.041 1.561
S -2.526 -1.065 0.371
H -1.976 -3.302 3.268
H -0.958 -2.021 2.715
H -4.477 -2.870 0.804
H -4.028 -3.806 2.193

net charge = +2
gap between HOMO and LUMO = 6.60 eV
spin multiplicity = 1

Atom charges from the Mulliken analysis, given in e for atoms 1 to 6:
1. C 1.06
2. C -1.37
3. C -1.38
4. C -1.36
5. Cl -0.19
6. H 0.35

---

The molecule C17H20N6O2 in a non-equilibrium geometry, computed with ωB97M-V with the def2-TZVPD basis set.

Positions of all 45 atoms, in Å:
C -3.777 1.013 1.502
C -3.565 2.430 0.991
H -3.280 3.105 1.801
H -4.472 2.799 0.501
O -2.477 2.514 0.067
C -2.713 2.016 -1.166
O -3.779 1.583 -1.538
N -1.612 2.075 -1.956
C -0.314 2.536 -1.506
H -0.303 2.520 -0.415
C 0.791 1.634 -2.070
H 1.088 1.960 -3.067
H 1.668 1.680 -1.424
C 0.289 0.186 -2.157
N -0.140 -0.275 -0.855
C 0.703 -0.836 0.025
N 1.916 -1.181 -0.314
C 2.714 -1.807 0.597
C 4.004 -2.190 0.207
C 4.843 -2.829 1.090
C 4.429 -3.106 2.390
C 3.168 -2.740 2.808
C 2.313 -2.095 1.923
N 1.038 -1.686 2.270
C 0.291 -1.710 3.407
N -0.867 -1.150 3.197
N -0.924 -0.745 1.928
C 0.216 -1.065 1.360
H 0.608 -2.124 4.340
H 2.838 -2.952 3.814
H 5.095 -3.609 3.074
H 5.834 -3.119 0.774
H 4.311 -1.971 -0.803
H -1.026 0.043 -0.494
C -0.867 0.090 -3.164
H -0.483 -0.168 -4.151
C -1.629 1.423 -3.244
H -2.670 1.260 -3.523
H -1.166 2.091 -3.976
H -1.542 -0.705 -2.847
H 1.115 -0.471 -2.446
H -0.158 3.572 -1.831
H -4.520 1.025 2.295
H -2.849 0.597 1.889
H -4.137 0.380 0.695

gap between HOMO and LUMO = 8.61 eV
spin multiplicity = 1

Atom charges from the Mulliken analysis, given in e for atoms 1 to 6:
1. C -0.91
2. C -0.29
3. H 0.33
4. H 0.33
5. O -0.40
6. C 0.80

---

C2H2DyLiO as an isolated structure in a non-equilibrium geometry, computed with ωB97M-V with the def2-TZVPD basis set.

Positions of all 7 atoms, in Å:
H 2.098 -0.641 -2.220
O 1.375 0.836 2.754
C 1.617 -0.328 3.447
C 2.710 -1.076 3.186
Dy 1.968 -0.578 0.072
Li -1.538 -1.215 0.276
H 0.872 -0.554 4.231

net charge = +1
gap between HOMO and LUMO (alpha / beta) = 4.87 / 4.48 eV
spin multiplicity = 7

Atom charges from the Mulliken analysis, given in e for atoms 1 to 6:
1. H -0.09
2. O -0.61
3. C 0.15
4. C -0.43
5. Dy 0.73
6. Li 0.90

---

C24H40GeNOS2Se2Si3Te2Ti as an isolated structure in a non-equilibrium geometry, computed with ωB97M-V with the def2-TZVPD basis set.

Positions of all 77 atoms, in Å:
Ti 0.260 -0.949 1.055
Se 0.450 -1.740 3.434
Te 2.352 -0.509 4.528
Te 4.127 -0.965 2.556
Se 2.660 -0.065 0.731
N 0.393 -1.486 -0.723
C 1.038 -2.155 -1.582
C 1.032 -1.661 -2.999
C 1.864 -0.600 -3.338
C 1.861 -0.101 -4.632
C 1.024 -0.654 -5.590
C 0.190 -1.711 -5.252
C 0.198 -2.218 -3.961
C 1.851 -3.385 -1.317
C 2.436 -4.071 -2.383
C 3.260 -5.164 -2.162
C 3.532 -5.577 -0.867
C 2.965 -4.899 0.203
C 2.126 -3.821 -0.023
H 2.506 -0.169 -2.578
H 2.506 0.730 -4.887
H 1.013 -0.257 -6.597
H -0.471 -2.141 -5.995
H -0.456 -3.038 -3.691
H 2.257 -3.740 -3.397
H 3.700 -5.684 -3.003
H 4.189 -6.420 -0.690
H 3.179 -5.199 1.221
H 1.692 -3.326 0.832
C -0.729 -5.204 1.235
O -0.884 -3.786 1.177
C -2.107 -3.285 0.933
S -3.417 -4.227 0.597
S -2.154 -1.570 1.076
H 0.286 -5.366 1.584
H -0.874 -5.644 0.248
H -1.452 -5.633 1.927
C -0.886 2.416 4.451
Si -1.969 1.928 2.991
C -3.149 3.367 2.665
C -3.053 0.511 3.566
Ge -0.593 1.464 1.074
Si 0.949 3.299 1.131
C 1.868 3.544 -0.495
C 2.229 3.144 2.499
C 0.026 4.914 1.466
Si -1.876 1.863 -0.923
C -3.339 0.722 -1.216
C -2.567 3.619 -1.020
C -0.717 1.644 -2.393
H -1.505 2.540 5.344
H -0.357 3.354 4.272
H -0.139 1.646 4.656
H -3.580 3.705 3.612
H -3.969 3.048 2.018
H -2.659 4.218 2.191
H -3.633 0.834 4.437
H -2.458 -0.359 3.847
H -3.750 0.195 2.789
H 2.278 2.601 -0.859
H 2.699 4.238 -0.341
H 1.217 3.958 -1.268
H 3.026 2.463 2.199
H 1.799 2.755 3.422
H 2.669 4.124 2.710
H -0.812 5.059 0.783
H 0.712 5.757 1.345
H -0.367 4.945 2.484
H -4.001 0.651 -0.352
H -3.007 -0.290 -1.452
H -3.916 1.108 -2.062
H -3.240 3.838 -0.190
H -3.129 3.735 -1.951
H -1.772 4.367 -1.015
H -0.053 0.797 -2.217
H -0.101 2.529 -2.563
H -1.282 1.438 -3.307

net charge = -1
gap between HOMO and LUMO = 6.06 eV
spin multiplicity = 1

Atom charges from the Mulliken analysis, given in e for atoms 1 to 6:
1. Ti 0.11
2. Se -0.37
3. Te -0.17
4. Te -0.25
5. Se -0.43
6. N 0.74

---

C42H113AsF6FeN10O12 as an isolated structure in a non-equilibrium geometry, computed with ωB97M-V with the def2-TZVPD basis set.

Positions of all 185 atoms, in Å:
Fe 10.717 -16.066 -19.286
C 11.644 -18.394 -16.112
C 11.291 -17.479 -17.267
O 11.807 -17.669 -18.379
O 10.506 -16.505 -17.120
H 12.251 -17.988 -15.304
H 12.155 -19.287 -16.473
H 10.714 -18.767 -15.682
As 7.272 -17.856 -19.802
F 8.875 -17.110 -19.559
F 7.968 -19.462 -20.246
F 5.625 -18.496 -20.137
F 6.581 -16.306 -19.354
F 7.513 -17.338 -21.533
F 7.134 -18.300 -17.990
C 7.570 -18.241 -14.571
C 7.687 -16.699 -14.552
C 8.659 -16.040 -13.554
O 8.663 -16.366 -12.177
C 9.622 -17.353 -11.752
N 7.935 -16.315 -15.937
H 8.513 -18.638 -14.946
H 6.786 -18.485 -15.288
H 7.345 -18.660 -13.591
H 6.700 -16.381 -14.216
H 8.509 -14.964 -13.470
H 9.657 -16.239 -13.945
H 9.482 -17.493 -10.680
H 10.661 -17.038 -11.852
H 9.582 -18.288 -12.311
H 8.866 -16.525 -16.267
H 7.368 -16.981 -16.443
C 10.049 -11.918 -19.482
C 10.711 -13.248 -19.619
C 11.842 -13.531 -18.635
O 12.392 -14.800 -18.926
C 13.639 -15.070 -18.208
N 9.695 -14.256 -19.490
H 9.162 -11.792 -20.103
H 10.635 -11.168 -20.014
H 9.919 -11.567 -18.459
H 11.116 -13.325 -20.628
H 11.375 -13.590 -17.652
H 12.601 -12.752 -18.570
H 14.269 -14.181 -18.164
H 14.031 -15.911 -18.780
H 13.460 -15.369 -17.176
H 9.049 -14.069 -18.736
H 9.054 -13.915 -20.194
C 13.046 -15.285 -10.635
C 12.591 -14.077 -11.510
C 12.007 -14.535 -12.873
O 11.870 -13.411 -13.680
C 11.561 -13.783 -14.990
N 11.758 -13.336 -10.697
H 13.653 -16.057 -11.108
H 12.192 -15.829 -10.230
H 13.648 -14.972 -9.782
H 13.453 -13.426 -11.663
H 11.096 -15.103 -12.687
H 12.741 -15.199 -13.329
H 12.326 -14.325 -15.546
H 11.534 -12.802 -15.465
H 10.591 -14.257 -15.144
H 12.216 -12.908 -9.905
H 11.534 -12.528 -11.260
C 7.704 -12.440 -15.956
C 6.709 -13.048 -17.003
C 6.340 -12.010 -18.036
O 5.774 -10.838 -17.475
C 5.919 -9.653 -18.145
N 7.401 -14.178 -17.569
H 7.280 -11.632 -15.361
H 8.624 -12.110 -16.438
H 7.936 -13.271 -15.289
H 5.804 -13.400 -16.508
H 5.601 -12.393 -18.739
H 7.257 -11.796 -18.585
H 6.953 -9.328 -18.038
H 5.294 -8.855 -17.743
H 5.735 -9.688 -19.219
H 6.733 -14.607 -18.194
H 7.504 -14.828 -16.803
C 13.487 -16.570 -21.619
C 12.110 -15.953 -21.967
C 11.748 -16.034 -23.492
O 10.444 -15.493 -23.653
C 9.838 -15.843 -24.882
N 11.037 -16.632 -21.290
H 13.348 -17.217 -20.753
H 14.193 -15.788 -21.337
H 13.902 -17.117 -22.466
H 11.987 -14.957 -21.540
H 11.746 -17.055 -23.873
H 12.561 -15.577 -24.055
H 9.665 -16.915 -24.982
H 10.383 -15.359 -25.692
H 8.858 -15.366 -24.887
H 10.256 -16.446 -21.901
H 11.205 -17.621 -21.409
C 6.612 -14.192 -22.319
C 7.560 -13.058 -22.732
C 7.169 -11.599 -22.291
O 8.131 -10.651 -22.698
C 7.618 -9.303 -22.801
N 8.861 -13.493 -22.127
H 6.534 -14.252 -21.233
H 6.905 -15.149 -22.750
H 5.622 -13.867 -22.640
H 7.558 -12.898 -23.811
H 7.085 -11.597 -21.204
H 6.219 -11.335 -22.757
H 8.506 -8.676 -22.882
H 7.090 -9.010 -21.893
H 7.001 -9.160 -23.688
H 9.264 -14.174 -22.755
H 9.394 -12.657 -22.319
C 8.565 -21.338 -16.796
C 9.819 -21.431 -17.651
C 10.904 -22.358 -16.948
O 11.692 -21.712 -16.042
C 12.533 -22.502 -15.220
N 9.354 -21.956 -18.922
H 8.305 -22.349 -16.481
H 7.689 -20.897 -17.271
H 8.896 -20.805 -15.905
H 10.248 -20.442 -17.810
H 11.631 -22.802 -17.628
H 10.415 -23.212 -16.480
H 13.417 -22.806 -15.780
H 11.958 -23.379 -14.924
H 12.927 -21.926 -14.382
H 10.144 -21.867 -19.545
H 8.730 -21.260 -19.305
C 10.057 -20.105 -23.112
C 10.828 -20.380 -21.724
C 11.369 -21.819 -21.581
O 11.943 -22.023 -20.337
C 12.379 -23.346 -20.065
N 11.946 -19.470 -21.689
H 10.581 -20.550 -23.958
H 9.948 -19.021 -23.147
H 9.018 -20.383 -22.937
H 10.159 -20.064 -20.923
H 12.149 -22.016 -22.316
H 10.601 -22.559 -21.808
H 13.058 -23.347 -19.212
H 12.920 -23.713 -20.938
H 11.502 -23.964 -19.873
H 12.413 -19.518 -20.795
H 12.617 -19.767 -22.383
C 15.887 -21.148 -18.572
C 14.836 -20.245 -18.005
C 15.513 -19.003 -17.355
O 16.433 -19.293 -16.312
C 15.996 -20.055 -15.230
N 13.936 -19.786 -19.044
H 16.306 -20.759 -19.501
H 15.441 -22.070 -18.943
H 16.631 -21.357 -17.803
H 14.306 -20.839 -17.260
H 14.652 -18.455 -16.972
H 16.083 -18.439 -18.093
H 15.814 -21.095 -15.499
H 15.172 -19.531 -14.745
H 16.844 -19.982 -14.549
H 13.500 -20.594 -19.464
H 13.173 -19.322 -18.573
C 12.014 -12.250 -25.494
C 11.027 -11.900 -24.410
C 11.755 -11.353 -23.107
O 12.601 -12.404 -22.652
C 13.361 -12.032 -21.509
N 10.051 -11.029 -24.934
H 12.362 -11.354 -26.008
H 11.618 -12.861 -26.305
H 12.908 -12.703 -25.064
H 10.586 -12.851 -24.114
H 10.993 -11.084 -22.375
H 12.329 -10.456 -23.340
H 14.315 -11.560 -21.742
H 13.651 -12.944 -20.986
H 12.798 -11.341 -20.882
H 9.476 -10.652 -24.195
H 9.465 -11.413 -25.662

gap between HOMO and LUMO (alpha / beta) = 8.76 / 8.73 eV
spin multiplicity = 5

Atom charges from the Mulliken analysis, given in e for atoms 1 to 6:
1. Fe -0.01
2. C 0.08
3. C 1.07
4. O 1.03
5. O -1.71
6. H 0.55

---

C10H19O12Tl as an isolated structure in a non-equilibrium geometry, computed with ωB97M-V with the def2-TZVPD basis set.

Positions of all 42 atoms, in Å:
Tl 6.489 7.188 7.957
O 8.506 5.629 5.116
C 8.282 6.957 5.243
O 7.478 7.290 6.134
O 8.860 7.748 4.505
H 9.047 5.719 4.328
C 11.317 5.799 5.393
O 11.759 5.492 4.074
C 11.610 6.423 3.114
O 11.061 7.525 3.270
O 12.156 5.925 2.045
C 11.988 6.601 0.847
H 10.471 6.469 5.545
H 12.200 6.199 5.892
H 11.017 4.854 5.845
H 10.976 6.782 0.486
H 12.630 6.131 0.102
H 12.527 7.549 0.850
C 9.974 2.674 3.131
O 9.452 3.490 2.016
C 8.830 4.600 2.282
O 8.562 5.009 3.404
O 8.652 5.253 1.071
C 8.449 6.654 1.087
H 10.847 3.067 3.652
H 10.324 1.754 2.661
H 9.193 2.253 3.764
H 9.064 7.214 1.792
H 7.396 6.858 1.280
H 8.620 7.105 0.109
C 6.609 4.877 4.255
O 5.513 4.199 4.998
C 5.069 4.757 6.120
O 5.745 5.617 6.761
O 3.877 4.250 6.494
C 3.328 4.588 7.751
H 6.679 5.965 4.250
H 6.500 4.530 3.228
H 7.547 4.384 4.509
H 2.365 4.102 7.902
H 3.299 5.659 7.952
H 4.098 4.175 8.403

net charge = +2
gap between HOMO and LUMO = 3.56 eV
spin multiplicity = 1

Atom charges from the Mulliken analysis, given in e for atoms 1 to 6:
1. Tl 0.80
2. O -0.28
3. C 0.77
4. O -0.53
5. O -0.16
6. H 0.12

---

C27H34BCl4N6O2PtS3 as an isolated structure, computed with ωB97M-V with the def2-TZVPD basis set.

Positions of all 78 atoms, in Å:
Pt -1.573 0.277 0.266
C -2.157 0.025 -4.430
C -0.654 0.080 -4.712
C -0.368 1.349 -5.519
C -0.215 -1.158 -5.491
N 0.174 0.141 -3.468
C 1.417 0.749 -3.425
C 1.942 0.486 -2.219
N 1.040 -0.265 -1.489
B 1.449 -0.775 -0.039
N 0.767 -2.113 0.501
C 1.689 -3.148 0.610
C 1.083 -4.235 1.094
N -0.245 -3.907 1.300
C -0.439 -2.603 0.933
S -1.989 -1.858 1.048
C -1.135 -4.960 1.885
C -2.602 -4.575 2.053
C -0.576 -5.304 3.268
C -1.080 -6.174 0.951
N 1.630 0.430 0.971
C 2.663 1.331 0.761
C 2.700 2.198 1.785
N 1.692 1.835 2.659
C 1.057 0.742 2.155
S -0.229 -0.099 2.864
C 1.371 2.528 3.937
C -0.072 3.033 3.940
C 2.299 3.732 4.093
C 1.624 1.558 5.089
C -0.030 -0.498 -2.286
S -1.373 -1.442 -1.851
H -2.674 0.387 -5.321
H -2.430 0.650 -3.582
H -2.490 -0.985 -4.216
H -1.041 1.369 -6.375
H 0.652 1.379 -5.904
H -0.558 2.243 -4.921
H -0.791 -1.234 -6.415
H -0.394 -2.054 -4.895
H 0.847 -1.106 -5.745
H 1.822 1.322 -4.234
H 2.901 0.776 -1.842
H 2.593 -1.117 -0.223
H 2.714 -3.014 0.328
H 1.486 -5.204 1.313
H -2.735 -3.743 2.739
H -3.100 -5.454 2.470
H -3.074 -4.324 1.108
H -0.583 -4.417 3.903
H 0.446 -5.681 3.218
H -1.199 -6.070 3.731
H -1.411 -5.890 -0.048
H -1.746 -6.949 1.332
H -0.080 -6.598 0.875
H 3.309 1.298 -0.091
H 3.343 3.041 1.936
H -0.278 3.601 3.034
H -0.211 3.678 4.811
H -0.779 2.211 3.988
H 2.146 4.466 3.302
H 3.350 3.440 4.117
H 2.064 4.209 5.044
H 1.007 0.666 4.989
H 1.379 2.054 6.031
H 2.676 1.262 5.115
Cl -0.066 6.814 -1.501
C -0.836 5.260 -1.437
C -1.793 4.910 -2.366
Cl -2.263 6.028 -3.608
C -2.373 3.631 -2.316
Cl -3.638 3.212 -3.434
C -1.995 2.686 -1.365
O -2.460 1.467 -1.323
C -1.047 3.074 -0.363
O -0.770 2.208 0.578
C -0.480 4.339 -0.436
Cl 0.702 4.779 0.762

net charge = -1
gap between HOMO and LUMO (alpha / beta) = 6.12 / 6.07 eV
spin multiplicity = 3

Atom charges from the Mulliken analysis, given in e for atoms 1 to 6:
1. Pt 1.67
2. C -1.49
3. C 1.33
4. C -1.94
5. C -1.77
6. N 0.71

---

no.,E_tot (eV)
1,-43558.799
2,-30990.410
3,-28426.810
4,-299296.458
5,-196388.082
6,-39912.931
7,-128110.052